[1]
ORCA calculation (ωB97M-V/def2-TZVPD) on the ion C11H16IN2 with charge +1.

The geometry in XYZ format:
```
30
Properties=species:S:1:pos:R:3:forces:R:3
C 1.904 -2.675 -1.478 -0.3272 0.3327 1.1505
N 1.056 -2.088 -0.403 -0.5794 0.1865 -0.8258
C 1.057 -0.726 -0.248 -0.5628 2.1112 -2.6781
I 3.197 0.076 0.368 -1.1565 -0.1394 -0.2320
C 0.501 0.166 -1.621 0.0581 -2.9266 1.4883
C -0.016 1.376 -1.014 -0.9797 2.1781 1.4873
C -0.282 2.673 -1.529 0.5844 -2.9541 -0.9312
C -0.907 3.576 -0.740 0.5156 -0.3563 0.0939
C -0.983 3.392 0.596 0.0161 2.1308 1.1661
C -0.560 2.246 1.147 -2.0163 -0.8965 4.6848
C -0.273 1.202 0.360 1.8747 -1.6177 -1.5800
C 0.085 -0.190 0.822 0.0920 0.7794 -0.8555
N -1.213 -0.925 1.007 -1.3551 -1.3853 0.4754
C -1.323 -2.047 2.009 0.9459 0.1058 -1.7591
H 2.286 -3.678 -1.211 -0.3828 0.5744 -0.0228
H 1.273 -2.732 -2.372 0.5905 0.0873 -0.0025
H 2.743 -1.966 -1.516 0.0360 -0.4812 -0.7697
H 1.032 -2.460 0.506 0.6620 -1.4760 0.9069
H -0.307 -0.528 -1.958 0.2173 0.5462 0.0742
H 1.095 0.325 -2.489 1.1361 -0.1116 -0.2753
H -0.034 2.883 -2.551 -0.1487 0.1216 -0.4393
H -1.300 4.442 -1.107 -0.5916 2.3521 -1.2543
H -1.182 4.242 1.238 -0.5603 -0.1280 -0.0654
H -0.793 2.124 2.285 1.0306 0.0783 -1.9854
H 0.513 -0.233 1.784 0.6435 0.1671 1.2327
H -1.904 -0.330 1.419 -0.2940 1.5406 -0.4831
H -1.654 -1.358 0.188 0.5093 0.7336 -0.4656
H -0.799 -2.805 1.468 -0.0762 -1.3075 0.5150
H -0.835 -1.781 2.900 0.5619 0.3171 1.1605
H -2.374 -2.200 2.139 -0.4434 -0.5627 0.1896
```
Positions in Å, forces in eV/Å.

HOMO level, eV: -12.177
LUMO energy, Ha: -0.117
Largest force on an atom, eV/Å: 5.179
Orbital gap, eV: 8.997
Total charge: +1
Energy, eV: -22739.2895
Multiplicity: 1

[2]
ORCA calculation (ωB97M-V/def2-TZVPD) on a structure of composition C10H16N2.

The geometry in XYZ format:
```
28
Properties=species:S:1:pos:R:3:forces:R:3
C 2.988 1.297 -0.250 -0.8708 -2.5376 0.0962
C 3.644 0.058 0.044 -0.8913 0.8581 -1.1793
C 1.614 1.421 -0.351 -1.2712 1.9095 0.3937
C 2.775 -0.993 0.252 -0.4686 2.8116 0.4931
C 0.860 0.303 -0.041 -3.4356 4.4457 -0.6302
C -0.679 -1.872 -0.500 -0.1038 2.6113 4.3666
C 0.586 -2.030 0.396 -2.5762 2.3746 1.9732
C -1.656 -0.740 0.136 3.5259 -2.5909 -0.0024
C -1.374 1.296 -1.187 -1.1294 1.4153 -0.1739
C -1.287 1.242 1.328 0.0454 -0.8314 1.5876
N 1.380 -0.807 0.239 2.7546 -3.1144 0.4067
N -1.037 0.599 0.084 3.6133 -1.8808 -2.8562
H 3.528 2.148 -0.373 1.7276 2.3275 -0.4506
H 4.767 -0.004 -0.035 -1.4674 -0.2095 0.5849
H 1.115 2.456 -0.531 1.0730 -2.1006 0.2495
H 3.079 -1.805 0.811 0.4987 -2.3784 0.2262
H -0.306 -1.585 -1.439 -0.0728 -0.1404 -1.6294
H -1.162 -2.781 -0.358 -1.1669 -1.6449 -0.7687
H 0.576 -2.242 1.502 -0.9443 0.1951 -1.0299
H 1.087 -2.786 -0.016 2.4511 -2.9182 -1.6555
H -2.524 -0.721 -0.384 -2.7565 0.1822 -1.6604
H -1.874 -1.034 1.158 0.1240 0.1769 0.0879
H -1.054 0.822 -2.095 1.2041 -0.4805 -0.0458
H -2.447 1.210 -1.389 -0.2078 0.3524 0.8560
H -1.112 2.380 -1.171 -0.0475 -1.0015 0.1335
H -2.353 1.349 1.552 0.1783 0.2055 -0.3303
H -0.856 0.509 1.988 -0.2838 -0.0003 1.0699
H -0.693 2.083 1.481 0.4980 1.9634 -0.1122
```
Positions in Å, forces in eV/Å.

HOMO level, eV: -18.795
LUMO energy, Ha: -0.317
Largest force on an atom, eV/Å: 5.654
Orbital gap, eV: 10.157
Total charge: +2
Energy, eV: -13589.4183
Multiplicity: 1

[3]
ORCA calculation (ωB97M-V/def2-TZVPD) on a structure of composition C6H8MnOP.

The geometry in XYZ format:
```
17
Properties=species:S:1:pos:R:3:forces:R:3
C -0.717 0.703 -1.032 3.6270 1.4566 1.0321
C -1.376 1.817 -1.541 0.7097 0.0491 0.3256
C -0.530 2.969 -1.462 0.4058 -0.6400 0.3431
C 0.730 2.609 -0.880 -0.6023 0.2056 -0.2982
C 0.758 1.257 -0.586 -4.0500 -1.6486 -1.0843
Mn 1.744 -1.840 1.289 0.4315 0.1555 -0.7772
P 0.198 -3.607 1.098 -0.4532 -1.2350 -0.6102
H -1.051 -0.326 -0.925 -0.0175 0.2056 -0.1272
H -2.387 1.811 -1.942 0.1941 0.0389 0.0822
H -0.799 3.972 -1.794 0.0839 -0.2975 0.0945
H 1.548 0.646 -0.149 0.1199 0.0846 -0.0266
H 1.552 3.298 -0.697 -0.1879 -0.0716 -0.0867
H 0.744 -4.770 0.444 -0.6415 0.3573 0.3724
H -1.007 -3.414 0.332 0.6613 -0.1504 0.4817
H -0.311 -4.205 2.303 0.1976 0.2572 -0.6916
O 0.128 0.014 2.886 1.9353 -3.4637 -0.2141
C 0.775 -0.935 2.656 -2.4135 4.6965 1.1845
```
Positions in Å, forces in eV/Å.

HOMO level (alpha / beta), eV: -5.105 / -5.182
LUMO energy (alpha / beta), Ha: -0.076 / -0.077
Largest force on an atom, eV/Å: 5.412
Orbital gap (alpha / beta), eV: 3.047 / 3.099
⟨S²⟩: 6.45
Energy, eV: -49000.5706
Multiplicity: 5

[4]
ORCA calculation (ωB97M-V/def2-TZVPD) on a structure of composition C3H11N3O.

The geometry in XYZ format:
```
18
Properties=species:S:1:pos:R:3:forces:R:3
C -0.344 0.177 0.129 1.2740 1.1430 2.1577
C 1.129 0.159 -0.530 -0.6622 -0.4397 -0.2071
C -1.181 1.422 -0.161 -0.3030 -0.3049 -0.1686
N -1.458 -2.043 0.349 0.4094 0.8090 0.9815
N 1.803 -1.080 -0.255 0.1016 -0.0180 -0.0542
N 1.929 1.270 -0.057 -0.1535 -0.0789 -0.0303
O -0.373 -0.269 1.333 -0.0411 0.6233 -1.6011
H -0.981 -0.889 -0.465 -0.5585 -1.8011 0.5144
H 1.005 0.280 -1.609 0.0480 -0.0454 -0.0003
H -1.853 -2.987 0.479 -0.1438 -0.0451 -1.4520
H -2.182 -1.463 0.783 0.1962 0.1871 -0.0977
H 1.361 -1.838 -0.764 0.0197 0.0486 0.0724
H 1.700 -1.299 0.732 -0.0839 -0.0209 -0.0529
H 1.498 2.167 -0.247 0.0022 -0.0495 0.0720
H 2.126 1.191 0.935 -0.1032 0.0266 -0.0376
H -0.827 2.269 0.427 0.1316 -0.0844 0.0308
H -1.136 1.687 -1.217 -0.1071 0.0106 -0.0138
H -2.216 1.245 0.136 -0.0264 0.0398 -0.1134
```
Positions in Å, forces in eV/Å.

HOMO level (alpha / beta), eV: -8.772 / -8.614
LUMO energy (alpha / beta), Ha: -0.052 / -0.049
Largest force on an atom, eV/Å: 2.754
Orbital gap (alpha / beta), eV: 7.352 / 7.268
Energy, eV: -9802.4443
Multiplicity: 1

[5]
ORCA calculation (ωB97M-V/def2-TZVPD) on a structure of composition C25H35AsF6N6O6STa.

The geometry in XYZ format:
```
81
Properties=species:S:1:pos:R:3:forces:R:3
Ta 0.516 1.298 -0.324 -0.5321 -0.4317 -0.0663
C -2.453 1.500 1.603 0.0240 -0.0847 -0.0702
C -2.772 1.778 0.147 -0.0072 0.0462 0.0629
N -1.760 1.279 -0.805 -0.2505 0.0999 -0.4709
C -2.030 1.697 -2.228 0.0569 -0.0719 0.0324
C -0.827 1.343 -3.082 0.0122 -0.0202 0.1107
N 0.436 1.864 -2.473 0.1144 0.1802 -0.3069
C 0.857 3.214 -2.949 -0.0065 -0.0041 -0.0241
C 2.200 3.614 -2.347 0.0084 -0.0153 -0.0008
C 2.178 4.103 -0.904 -0.0135 0.0144 0.0350
N 1.943 3.028 0.115 0.1153 0.0039 0.0136
C 1.637 3.618 1.453 0.0274 -0.0571 0.0806
C 1.175 2.535 2.417 0.0319 -0.0519 -0.0936
N 0.059 1.722 1.813 -0.0610 0.0627 0.3725
C -1.275 2.226 2.247 -0.0040 -0.0551 0.0199
H -2.314 0.418 1.703 -0.0002 -0.0368 0.0008
H -3.350 1.727 2.185 0.0089 0.0579 -0.0093
H -3.666 3.586 0.452 -0.0152 0.0009 -0.0095
H -3.743 1.351 -0.118 0.0295 -0.0732 0.0388
H -1.871 0.265 -0.765 -0.0047 0.0179 -0.0173
H -2.214 2.763 -2.261 0.0047 0.0589 -0.0104
H -2.929 1.201 -2.600 0.0347 -0.0250 -0.0168
H -0.950 1.728 -4.095 -0.0258 0.0530 0.0223
H -0.715 0.261 -3.154 -0.0131 -0.0023 -0.0065
H 1.163 1.227 -2.804 0.0156 0.0221 0.0085
H 0.073 3.933 -2.728 0.0033 0.0391 0.0184
H 0.950 3.163 -4.036 0.0042 -0.0063 0.0058
H 2.602 4.428 -2.952 -0.0430 0.0285 0.0131
H 2.913 2.793 -2.458 0.0114 -0.0027 0.0114
H 1.408 4.862 -0.774 0.0013 0.0173 -0.0193
H 3.128 4.586 -0.668 0.0138 -0.0409 -0.0039
H 2.846 2.570 0.229 -0.0083 -0.0230 -0.0201
H 0.881 4.390 1.333 -0.0258 0.0057 0.0026
H 2.528 4.103 1.857 0.0064 -0.0281 -0.0013
H 0.844 2.971 3.359 -0.0023 0.0525 -0.0161
H 1.997 1.857 2.636 -0.0393 0.0139 -0.0078
H 0.137 0.782 2.209 0.0037 0.0131 -0.0019
H -1.304 3.298 2.086 -0.0100 0.0555 -0.0187
H -1.350 2.078 3.326 -0.0093 -0.0188 -0.0066
O 1.179 -0.460 -1.738 0.0763 0.2442 0.0835
C 0.582 -1.305 -1.016 -0.0693 0.0485 0.2223
N 0.574 -2.616 -0.960 0.0443 0.0268 -0.1168
C -0.278 -3.081 0.161 0.0062 -0.0154 0.0351
C -0.698 -1.715 0.758 -0.2875 -0.0153 0.1589
O -1.374 -1.517 1.739 0.1388 -0.0565 -0.0785
N -0.196 -0.727 -0.063 -0.1571 -0.2082 0.3800
C -1.475 -3.849 -0.387 0.0144 0.0519 -0.0501
C -1.358 -5.215 -0.622 0.0205 0.0060 -0.0043
C -2.397 -5.911 -1.222 -0.0005 -0.0050 0.0105
C -3.563 -5.252 -1.583 0.0062 -0.0303 -0.0074
C -3.690 -3.892 -1.342 -0.0054 0.0190 0.0099
C -2.648 -3.195 -0.749 -0.0164 -0.0076 0.0100
C 0.515 -3.839 1.213 -0.0899 -0.0524 0.0572
C -0.190 -4.396 2.278 0.0386 -0.0178 0.0214
C 0.487 -5.074 3.276 -0.0013 -0.0002 -0.0033
C 1.870 -5.204 3.217 0.0144 0.0083 -0.0115
C 2.570 -4.648 2.160 0.0181 -0.0158 0.0220
C 1.895 -3.962 1.158 0.0598 0.0218 -0.0624
H 1.094 -3.222 -1.577 0.0048 -0.0166 0.0130
H -0.459 -5.740 -0.324 0.0020 0.0016 -0.0074
H -2.298 -6.973 -1.397 0.0008 -0.0038 -0.0045
H -4.375 -5.798 -2.043 -0.0010 -0.0030 0.0038
H -4.607 -3.381 -1.604 0.0043 0.0049 0.0008
H -2.780 -2.138 -0.538 0.0120 0.0052 0.0048
H -1.268 -4.308 2.322 -0.0146 0.0098 -0.0032
H -0.064 -5.512 4.097 -0.0042 0.0035 0.0035
H 2.396 -5.743 3.993 0.0067 -0.0005 0.0009
H 3.645 -4.749 2.104 0.0051 -0.0047 0.0078
H 2.464 -3.533 0.343 -0.0287 -0.0114 0.0541
F 1.938 0.251 0.899 0.2764 0.1665 -0.1256
As 3.853 0.019 0.474 0.1169 0.1468 -0.6608
F 3.241 0.931 -0.932 0.6482 -0.1719 0.1856
F 4.038 1.554 1.267 -0.0876 -0.1461 -0.0335
F 5.440 -0.008 -0.080 -0.0988 -0.0248 0.1599
F 4.003 -0.778 1.955 -0.0573 0.0907 -0.0151
F 3.396 -1.424 -0.309 -0.0792 0.0644 0.0549
O -2.973 3.215 -0.121 0.0519 -0.0800 0.0208
S -1.489 4.453 -0.347 0.0486 0.0607 0.0553
O -1.617 5.192 0.850 -0.0274 0.0575 0.0268
O -0.494 3.401 -0.349 -0.0276 0.0342 -0.0232
O -1.838 4.987 -1.604 -0.0178 0.0207 -0.0464
```
Positions in Å, forces in eV/Å.

HOMO level (alpha / beta), eV: -13.518 / -13.518
LUMO energy (alpha / beta), Ha: -0.223 / -0.225
Largest force on an atom, eV/Å: 0.696
Orbital gap (alpha / beta), eV: 7.449 / 7.400
Total charge: +2
⟨S²⟩: 0.75
Energy, eV: -137241.9008
Multiplicity: 2

[6]
ORCA calculation (ωB97M-V/def2-TZVPD) on a cluster of 2 separate species, H4O2 in total.

The geometry in XYZ format:
```
6
Properties=species:S:1:pos:R:3:forces:R:3
O 1.725 -0.102 -0.154 1.4634 0.5918 0.7437
H 0.863 -0.339 -0.442 -1.2076 -0.0740 -0.3836
H 1.599 0.667 0.427 -0.0311 -0.4620 -0.4039
O -1.067 -0.054 -0.179 -0.6520 -0.8651 1.4124
H -1.229 -0.611 0.632 0.2872 0.8299 -1.2580
H -1.890 0.439 -0.283 0.1401 -0.0206 -0.1105
```
Positions in Å, forces in eV/Å.

HOMO level, eV: -10.939
LUMO energy, Ha: 0.021
Largest force on an atom, eV/Å: 1.780
Orbital gap, eV: 11.504
Energy, eV: -4159.8103
Multiplicity: 1